Record 1
Computed, not measured: one molecule with the formula C4H8Br2Si at a distorted geometry, with ωB97M-V with the def2-TZVPD basis set.

Positions of all 15 atoms, in Å:
C 0.387 -1.102 -1.752
Si 0.481 -0.032 -0.192
C 0.462 -1.382 1.132
Br 2.332 1.247 0.042
C -0.888 1.130 -0.019
C -0.905 2.192 0.823
Br -2.261 3.411 1.046
H 1.209 -1.820 -1.622
H -0.541 -1.744 -1.631
H 0.343 -0.604 -2.714
H 1.198 -1.250 2.001
H -0.510 -1.285 1.528
H 0.566 -2.376 0.658
H -1.781 1.107 -0.641
H -0.093 2.506 1.340

## Properties
- HOMO energy (eV) = -9.56
- SMILES string = C[Si](C)(Br)/C=C/Br
- gap between HOMO and LUMO (eV) = 10.09
- strongest force on any atom (eV/A) = 3.50
- energy relative to the best compared isomer or geometry (same formula, charge and spin) (kJ/mol) = 51.89

Charges in e, computed with natural (NBO), in the same order as the atoms: number 1, C, carries -1.108; number 2, Si, carries 1.528; number 3, C, carries -1.117; number 4, Br, carries -0.334; number 5, C, carries -0.758; number 6, C, carries -0.202; number 7, Br, carries 0.081; number 8, H, carries 0.245; number 9, H, carries 0.243; number 10, H, carries 0.246; number 11, H, carries 0.256; number 12, H, carries 0.237; number 13, H, carries 0.240; number 14, H, carries 0.243; number 15, H, carries 0.199

***

Record 2
Computed, not measured: an isolated ion of composition C4H8BrN2 and charge +1 at a distorted geometry, with ωB97M-V with the def2-TZVPD basis set.

Positions of all 15 atoms, in Å:
N -0.678 -2.308 0.173
C -0.272 -1.034 0.068
N 0.835 -0.516 -0.445
C 0.866 0.900 -0.360
C -0.495 1.460 0.103
C -1.266 0.204 0.634
Br -3.086 -0.013 -0.098
H -1.642 -2.481 0.610
H -0.366 -2.999 -0.489
H 1.509 -0.896 -1.144
H 0.997 1.277 -1.534
H 1.734 1.289 0.267
H -0.445 2.045 0.989
H -1.082 1.996 -0.761
H -1.338 0.152 1.768

## Properties
- HOMO energy (eV) = -14.51
- SMILES string = [NH2+]=C1NCC[C@H]1Br
- gap between HOMO and LUMO (eV) = 10.54
- charge = +1
- strongest force on any atom (eV/A) = 5.19
- energy relative to the best compared isomer or geometry (same formula, charge and spin) (kJ/mol) = 119.61

Charges in e, computed with natural (NBO), in the same order as the atoms: number 1, N, carries -0.734; number 2, C, carries 0.558; number 3, N, carries -0.532; number 4, C, carries -0.233; number 5, C, carries -0.456; number 6, C, carries -0.291; number 7, Br, carries 0.091; number 8, H, carries 0.452; number 9, H, carries 0.430; number 10, H, carries 0.458; number 11, H, carries 0.226; number 12, H, carries 0.245; number 13, H, carries 0.252; number 14, H, carries 0.266; number 15, H, carries 0.268

***

Record 3
Computed, not measured: a 2-piece molecular cluster, C4H8BrN2 overall at a distorted geometry, with ωB97M-V with the def2-TZVPD basis set.

Positions of all 15 atoms, in Å:
C 0.592 -1.335 0.038
C -0.640 1.781 -0.879
C -0.693 2.059 0.790
C -1.106 0.834 0.129
N 1.932 -1.211 0.111
N 0.053 -2.513 -0.195
Br -2.538 -0.338 0.125
H -1.332 2.123 -1.617
H 0.368 2.006 -1.116
H 0.320 2.234 1.129
H -1.299 2.714 1.205
H 2.355 -0.391 0.457
H 2.532 -2.010 0.022
H -0.964 -2.523 -0.091
H 0.420 -3.431 -0.109

## Properties
- HOMO energy (alpha / beta) (eV) = -13.01 / -13.01
- gap between HOMO and LUMO (alpha / beta) (eV) = 7.53 / 7.53
- charge = +1
- strongest force on any atom (eV/A) = 4.81
- energy relative to the best compared isomer or geometry (same formula, charge and spin) (kJ/mol) = 503.45

Charges in e, computed with natural (NBO), in the same order as the atoms: number 1, C, carries 0.343; number 2, C, carries -0.428; number 3, C, carries -0.390; number 4, C, carries 0.100; number 5, N, carries -0.787; number 6, N, carries -0.787; number 7, Br, carries 0.294; number 8, H, carries 0.263; number 9, H, carries 0.278; number 10, H, carries 0.274; number 11, H, carries 0.243; number 12, H, carries 0.407; number 13, H, carries 0.387; number 14, H, carries 0.401; number 15, H, carries 0.402

***

Record 4
Computed, not measured: one molecule with the formula C4H8BrN2O2P at a distorted geometry, with ωB97M-V with the def2-TZVPD basis set.

Positions of all 18 atoms, in Å:
C 0.729 -0.478 -0.305
C 2.121 1.006 1.078
C 0.169 1.973 0.125
C -0.751 -2.201 -1.111
N 1.012 0.813 0.451
N -0.431 -1.048 -0.245
O 1.670 -0.803 -0.956
O -2.574 -1.629 1.249
P -1.672 -0.486 1.026
Br -3.005 0.810 -0.402
H 2.799 0.159 1.133
H 2.387 1.996 1.660
H 0.040 1.932 -0.918
H -0.898 2.131 0.308
H 0.772 2.909 0.575
H -0.519 -3.079 -0.519
H -1.744 -2.067 -1.220
H -0.105 -1.939 -1.929

## Properties
- HOMO energy (eV) = -8.08
- gap between HOMO and LUMO (eV) = 6.41
- strongest force on any atom (eV/A) = 4.15
- energy relative to the best compared isomer or geometry (same formula, charge and spin) (kJ/mol) = 293.38

Charges in e, computed with natural (NBO), in the same order as the atoms: number 1, C, carries 0.768; number 2, C, carries 0.105; number 3, C, carries -0.457; number 4, C, carries -0.397; number 5, N, carries -0.285; number 6, N, carries -0.676; number 7, O, carries -0.614; number 8, O, carries -1.109; number 9, P, carries 1.254; number 10, Br, carries -0.462; number 11, H, carries 0.234; number 12, H, carries 0.233; number 13, H, carries 0.241; number 14, H, carries 0.300; number 15, H, carries 0.205; number 16, H, carries 0.216; number 17, H, carries 0.225; number 18, H, carries 0.221

***

Record 5
Computed, not measured: C4H8BrN3O8P2Pd as an isolated structure at a distorted geometry, with ωB97M-V with the def2-TZVPD basis set.

Positions of all 27 atoms, in Å:
Pd -1.227 0.920 -1.118
O 2.973 2.380 -1.073
P 1.421 2.173 -0.850
O 0.649 3.454 -1.134
O 0.846 0.841 -1.553
O 1.368 1.788 0.719
P 0.019 2.015 1.633
O 0.201 3.527 2.183
O -0.142 0.868 2.585
O -1.212 2.137 0.665
H 3.330 2.033 -1.886
H 1.138 3.860 2.445
O -1.951 3.742 -0.997
N -1.299 3.043 -1.631
Br -3.503 0.979 -1.776
C 1.019 -3.841 0.687
N 0.050 -2.831 0.277
C -1.255 -3.141 0.061
C -1.919 -2.040 -0.438
N -0.965 -1.032 -0.584
C 0.174 -1.535 -0.156
H 1.977 -3.422 0.894
H 1.110 -4.690 -0.026
H 0.732 -4.309 1.671
H -1.667 -4.164 0.294
H -2.914 -1.817 -0.769
H 1.048 -0.937 -0.122

## Properties
- 2S+1 = 3
- HOMO energy (alpha / beta) (eV) = -9.21 / -9.66
- gap between HOMO and LUMO (alpha / beta) (eV) = 7.14 / 6.95
- strongest force on any atom (eV/A) = 4.19
- energy relative to the best compared isomer or geometry (same formula, charge and spin) (kJ/mol) = 11.58

Charges in e, computed with natural (NBO), in the same order as the atoms: number 1, Pd, carries 1.175; number 2, O, carries -0.975; number 3, P, carries 2.526; number 4, O, carries -1.036; number 5, O, carries -1.128; number 6, O, carries -1.098; number 7, P, carries 2.518; number 8, O, carries -1.000; number 9, O, carries -1.093; number 10, O, carries -1.098; number 11, H, carries 0.522; number 12, H, carries 0.527; number 13, O, carries -0.033; number 14, N, carries 0.374; number 15, Br, carries -0.460; number 16, C, carries -0.410; number 17, N, carries -0.330; number 18, C, carries -0.062; number 19, C, carries -0.080; number 20, N, carries -0.483; number 21, C, carries 0.239; number 22, H, carries 0.231; number 23, H, carries 0.220; number 24, H, carries 0.224; number 25, H, carries 0.232; number 26, H, carries 0.251; number 27, H, carries 0.245

***

Record 6
Computed, not measured: an isolated ion of composition C4H8BrO2 and charge +1 at a distorted geometry, with ωB97M-V with the def2-TZVPD basis set.

Positions of all 15 atoms, in Å:
C 0.553 0.706 0.635
C 1.135 -0.625 0.004
C -0.789 0.994 0.070
C -1.031 -1.440 -0.075
O 0.190 -1.585 0.397
O -1.589 -0.130 0.370
Br -3.642 0.017 -0.011
H 0.293 0.330 1.715
H 1.202 1.550 0.738
H 1.184 -0.425 -1.096
H 1.988 -0.947 0.510
H -1.210 1.887 0.555
H -0.815 1.071 -1.080
H -1.053 -1.371 -1.166
H -1.611 -2.302 0.269

## Properties
- HOMO energy (eV) = -15.39
- gap between HOMO and LUMO (eV) = 7.35
- charge = +1
- strongest force on any atom (eV/A) = 4.38
- energy relative to the best compared isomer or geometry (same formula, charge and spin) (kJ/mol) = 224.69

Charges in e, computed with natural (NBO), in the same order as the atoms: number 1, C, carries -0.461; number 2, C, carries -0.073; number 3, C, carries -0.091; number 4, C, carries 0.228; number 5, O, carries -0.454; number 6, O, carries -0.413; number 7, Br, carries 0.472; number 8, H, carries 0.235; number 9, H, carries 0.268; number 10, H, carries 0.193; number 11, H, carries 0.233; number 12, H, carries 0.251; number 13, H, carries 0.205; number 14, H, carries 0.170; number 15, H, carries 0.237

***

Record 7
Computed, not measured: a 2-piece molecular cluster, C4H8Cl2S overall at a distorted geometry, with ωB97M-V with the def2-TZVPD basis set.

Positions of all 15 atoms, in Å:
C 0.024 0.645 1.610
C -0.428 0.524 0.341
C 0.207 1.128 -0.775
C -1.503 -0.497 -0.133
Cl -2.951 0.499 -0.163
Cl -1.753 -1.846 0.935
H -0.339 0.033 2.417
H 0.748 1.470 1.774
H 1.061 1.579 -0.442
H 0.485 0.307 -1.561
H -0.552 1.716 -1.383
H -1.196 -0.865 -1.159
S 1.971 -1.978 -0.007
H 2.888 -1.156 -0.291
H 1.340 -1.559 -1.162

## Properties
- HOMO energy (eV) = -9.25
- SMILES string = C=C(C)C(Cl)Cl.S
- gap between HOMO and LUMO (eV) = 9.75
- strongest force on any atom (eV/A) = 4.96
- energy relative to the best compared isomer or geometry (same formula, charge and spin) (kJ/mol) = 28.79

Charges in e, computed with natural (NBO), in the same order as the atoms: number 1, C, carries -0.380; number 2, C, carries -0.011; number 3, C, carries -0.642; number 4, C, carries -0.273; number 5, Cl, carries -0.004; number 6, Cl, carries 0.011; number 7, H, carries 0.219; number 8, H, carries 0.202; number 9, H, carries 0.225; number 10, H, carries 0.195; number 11, H, carries 0.231; number 12, H, carries 0.228; number 13, S, carries -0.249; number 14, H, carries 0.118; number 15, H, carries 0.131

***

Record 8
Computed, not measured: one molecule with the formula C4H8Cl2Si at a distorted geometry, with ωB97M-V with the def2-TZVPD basis set.

Positions of all 15 atoms, in Å:
C -1.895 -1.005 0.920
C -0.867 -0.331 0.065
C -0.205 0.651 0.689
Si 1.449 1.561 -0.397
Cl 2.177 3.082 0.642
C 2.433 -0.019 -0.790
Cl 2.166 -0.308 -2.530
H -1.586 -1.959 1.035
H -2.976 -0.913 0.475
H -1.792 -0.548 1.933
H -0.595 -0.586 -0.874
H -0.500 0.908 1.629
H 1.184 2.309 -1.695
H 3.397 0.238 -0.570
H 2.204 -0.938 -0.375

## Properties
- HOMO energy (eV) = -9.62
- SMILES string = C/C=C/[Si@@H](Cl)CCl
- gap between HOMO and LUMO (eV) = 10.31
- strongest force on any atom (eV/A) = 5.89
- energy relative to the best compared isomer or geometry (same formula, charge and spin) (kJ/mol) = 342.73

Charges in e, computed with natural (NBO), in the same order as the atoms: number 1, C, carries -0.626; number 2, C, carries -0.187; number 3, C, carries -0.496; number 4, Si, carries 1.215; number 5, Cl, carries -0.357; number 6, C, carries -0.806; number 7, Cl, carries -0.060; number 8, H, carries 0.209; number 9, H, carries 0.215; number 10, H, carries 0.207; number 11, H, carries 0.194; number 12, H, carries 0.181; number 13, H, carries -0.155; number 14, H, carries 0.223; number 15, H, carries 0.244

***

Record 9
Computed, not measured: a 2-piece molecular cluster, C4H8Cl4 overall at a distorted geometry, with ωB97M-V with the def2-TZVPD basis set.

Positions of all 16 atoms, in Å:
Cl -1.366 0.461 -0.005
C -2.748 0.193 1.063
C -2.691 -1.178 1.760
Cl -1.309 -1.330 2.738
H -3.661 0.131 0.469
H -2.878 0.997 1.787
H -2.678 -2.047 1.102
H -3.575 -1.238 2.394
Cl 0.987 -0.709 -2.227
C 1.851 0.667 -1.331
C 3.392 0.519 -1.421
Cl 4.075 -0.915 -0.574
H 1.525 0.752 -0.295
H 1.614 1.652 -1.733
H 3.844 1.494 -1.239
H 3.616 0.551 -2.487

## Properties
- HOMO energy (eV) = -10.63
- SMILES string = ClCCCl.ClCCCl
- gap between HOMO and LUMO (eV) = 11.43
- strongest force on any atom (eV/A) = 2.31
- energy relative to the best compared isomer or geometry (same formula, charge and spin) (kJ/mol) = 74.48

Charges in e, computed with natural (NBO), in the same order as the atoms: number 1, Cl, carries -0.044; number 2, C, carries -0.391; number 3, C, carries -0.425; number 4, Cl, carries -0.019; number 5, H, carries 0.216; number 6, H, carries 0.220; number 7, H, carries 0.224; number 8, H, carries 0.217; number 9, Cl, carries -0.081; number 10, C, carries -0.359; number 11, C, carries -0.409; number 12, Cl, carries -0.038; number 13, H, carries 0.225; number 14, H, carries 0.218; number 15, H, carries 0.225; number 16, H, carries 0.219

***

Record 10
Computed, not measured: one molecule with the formula C4H8Cl4 at a distorted geometry, with ωB97M-V with the def2-TZVPD basis set.

Positions of all 16 atoms, in Å:
Cl 1.008 -3.811 -1.407
C 0.790 -2.534 -0.174
C 0.275 -1.212 -0.800
Cl 1.417 -0.672 -2.085
H 1.718 -2.247 0.320
H 0.165 -2.948 0.617
H -0.040 -0.434 -0.105
H -0.678 -1.358 -1.308
Cl 0.222 3.632 1.296
C -0.972 2.536 0.792
C -0.427 1.206 0.429
Cl 0.759 1.169 -0.867
H -1.611 2.868 -0.026
H -1.490 2.421 1.744
H -1.246 0.507 0.256
H 0.111 0.878 1.318

## Properties
- HOMO energy (eV) = -8.86
- gap between HOMO and LUMO (eV) = 9.34
- strongest force on any atom (eV/A) = 7.20
- energy relative to the best compared isomer or geometry (same formula, charge and spin) (kJ/mol) = 388.37

Charges in e, computed with natural (NBO), in the same order as the atoms: number 1, Cl, carries -0.048; number 2, C, carries -0.394; number 3, C, carries -0.399; number 4, Cl, carries -0.027; number 5, H, carries 0.216; number 6, H, carries 0.223; number 7, H, carries 0.228; number 8, H, carries 0.211; number 9, Cl, carries -0.009; number 10, C, carries -0.420; number 11, C, carries -0.457; number 12, Cl, carries 0.003; number 13, H, carries 0.220; number 14, H, carries 0.223; number 15, H, carries 0.212; number 16, H, carries 0.216

***

Question: The highest strongest force on any atom belongs to which entry?
Answer: number 10